No. 1
DFT (the ωB97M-V functional and the def2-TZVPD basis) results for a 2-piece molecular cluster, C4H12O3 overall.

Each line ends with the Löwdin charge.
Positions of all 19 atoms, in Å:
O1 -3.37004 1.05400 0.15144  -0.07
C1 -2.41965 0.02964 -0.13236  -0.26
C2 -1.26498 0.64270 -0.95240  -0.19
C3 -0.09591 -0.24314 -1.32578  -0.20
C4 1.08500 -0.22456 -0.36212  -0.29
O2 0.60862 -0.41894 0.94094  -0.05
H1 -3.91504 1.15894 -0.62381  0.07
H2 -2.87485 -0.82147 -0.63580  0.12
H3 -2.02934 -0.29662 0.82648  0.11
H4 -0.97178 1.53421 -0.39456  0.12
H5 -1.71617 0.98338 -1.89249  0.11
H6 -0.45985 -1.29531 -1.25713  0.12
H7 0.15624 -0.34790 -2.38252  0.11
H8 1.87019 -0.94673 -0.59604  0.11
H9 1.51786 0.78332 -0.52235  0.12
H10 1.23158 -0.09764 1.58300  0.07
O3 4.01872 -0.79606 2.34505  -0.04
H11 3.71017 0.06649 2.60871  0.02
H12 4.91922 -0.76431 2.62174  0.02

Properties
* E: -385.283985 Eh
* charge: 0
* relative energy (zero: lowest compared OMol25 entry of this formula, charge and spin): 23.7 kcal per mole
* SMILES: OCCCCO.O
* LUMO: 0.0196 hartree
* orbital gap: 10.56 eV
* strongest force on any atom: 3.35 eV Å⁻¹

No. 2
DFT (the ωB97M-V functional and the def2-TZVPD basis) results for C5H12Cl2OSi2 as an isolated structure.

Each line ends with the Löwdin charge.
Positions of all 22 atoms, in Å:
C1 -0.45273 -1.00258 0.51459  -0.49
C2 -3.04952 1.51082 0.50855  -0.22
C3 -0.83176 2.40049 -1.09781  -0.25
C4 2.37823 -2.14747 1.58457  -0.22
C5 2.13038 -1.31360 -1.33769  -0.18
O1 -1.01344 -1.69393 1.35802  -0.07
Si1 -1.73735 0.79410 -0.58706  0.28
Si2 1.44801 -0.91311 0.48150  0.17
Cl1 -2.49955 -0.40787 -2.09457  0.29
Cl2 1.59023 1.00662 1.21113  0.32
H1 -3.54140 0.86798 1.19532  0.02
H2 -2.45626 2.33291 1.04923  0.07
H3 -3.85867 1.95867 0.01896  0.01
H4 -1.72142 3.00269 -1.42129  0.04
H5 -0.31104 3.01428 -0.34366  0.02
H6 -0.03841 2.55968 -1.88553  0.05
H7 1.59064 -2.35982 2.41739  0.05
H8 2.49563 -3.24006 1.17039  0.07
H9 3.24757 -1.95072 2.17567  0.00
H10 1.60598 -2.23478 -1.51715  0.01
H11 1.84527 -0.59224 -2.06823  0.00
H12 3.17961 -1.59206 -1.33235  0.02

Properties
* E: -1772.301229 Eh
* <S²>: 2.0100
* charge: 0
* LUMO (alpha / beta): 0.0201 / -0.0596 hartree
* 2S+1: 3
* orbital gap (alpha / beta): 6.61 / 8.80 eV
* strongest force on any atom: 4.13 eV Å⁻¹

No. 3
DFT (the ωB97M-V functional and the def2-TZVPD basis) results for a 2-piece molecular cluster, C3H7N overall.

Each line ends with the Löwdin charge.
Positions of all 11 atoms, in Å:
C1 -2.04931 0.43807 -0.17503  -0.22
C2 1.44392 0.15557 0.48466  -0.18
C3 0.72086 -0.75352 -0.42678  -0.06
N1 -1.61112 -0.60764 0.30828  0.07
H1 -3.07996 0.75309 0.02544  0.06
H2 -1.50969 1.13941 -0.82086  0.06
H3 1.69923 1.09655 0.00453  0.06
H4 0.84928 0.37379 1.37377  0.07
H5 2.35721 -0.32541 0.84360  0.07
H6 0.68766 -1.79913 -0.18326  0.05
H7 0.49191 -0.47079 -1.43436  0.04

Properties
* E: -173.115556 Eh
* charge: 0
* relative energy (zero: lowest compared OMol25 entry of this formula, charge and spin): 79.4 kcal per mole
* LUMO (alpha / beta): 0.0286 / 0.0063 hartree
* orbital gap (alpha / beta): 9.81 / 8.06 eV
* strongest force on any atom: 1.63 eV Å⁻¹

No. 4
DFT (the ωB97M-V functional and the def2-TZVPD basis) results for a 4-piece molecular cluster, C4H17N2O3 overall.

Each line ends with the Löwdin charge.
Positions of all 26 atoms, in Å:
C1 1.19594 -0.69171 0.17372  -0.17
C2 1.65164 0.56979 0.88173  -0.24
C3 0.50332 1.39665 1.38481  -0.19
C4 -0.27067 0.91275 2.33902  -0.17
N1 -1.41365 1.68321 2.66752  0.06
N2 -0.11342 -0.33478 -0.56484  0.10
H1 0.97473 -1.59534 0.82606  0.13
H2 2.10706 -0.77959 -0.58239  0.16
H3 2.33288 0.28297 1.74449  0.13
H4 2.24259 1.25043 0.10330  0.15
H5 0.47522 2.37564 0.94252  0.10
H6 -0.20792 -0.10293 2.78720  0.15
H7 -1.47160 2.71469 2.63028  0.12
H8 -1.75311 1.32638 3.43916  0.00
H9 -0.08467 0.63342 -0.71482  0.04
H10 -0.11734 -1.01534 -1.51651  0.10
H11 -0.99220 -0.58584 0.01365  0.18
H12 0.77093 2.58031 -2.72772  0.12
H13 -0.51744 2.61266 -1.86516  0.04
O1 0.32272 2.18224 -1.89122  -0.07
H14 -0.48609 -1.05003 -3.45014  0.11
H15 -0.24898 -2.50603 -2.81158  0.09
O2 0.08168 -1.58776 -2.85469  -0.01
H16 -1.98804 -3.68813 -0.98132  0.04
H17 -0.98404 -3.87415 0.09080  0.01
O3 -1.38488 -3.23736 -0.41937  0.01

Properties
* E: -497.541615 Eh
* charge: +1
* relative energy (zero: lowest compared OMol25 entry of this formula, charge and spin): 53.3 kcal per mole
* LUMO: -0.1055 hartree
* orbital gap: 8.34 eV
* strongest force on any atom: 5.83 eV Å⁻¹

No. 5
DFT (the ωB97M-V functional and the def2-TZVPD basis) results for C12H6Cu2F14N2O20S4 as an isolated structure.

Each line ends with the Löwdin charge.
Positions of all 60 atoms, in Å:
Cu1 0.74718 -1.72958 0.69073  0.38
Cu2 -2.45179 -0.56547 -0.08502  0.42
C1 2.86433 -5.04079 1.73584  -0.66
F1 4.15455 -4.70437 1.63328  0.12
F2 2.77081 -6.32747 2.09207  0.13
F3 2.30598 -4.34127 2.72007  0.13
S1 1.94158 -4.69180 0.14977  0.64
O1 2.44035 -5.59504 -0.84502  -0.27
O2 0.57001 -4.81945 0.50644  -0.25
N1 2.26619 -3.03302 -0.00867  -0.29
S2 3.17203 -2.89566 -1.33384  0.59
O3 4.38795 -3.67108 -1.25110  -0.32
O4 2.41953 -2.95282 -2.55417  -0.27
C2 3.80735 -1.13226 -1.15598  -0.65
F4 4.86924 -1.11647 -0.32616  0.11
F5 4.21972 -0.71501 -2.34925  0.14
F6 2.90408 -0.31670 -0.65317  0.15
C3 -2.27614 1.61431 -3.35160  -0.67
F7 -1.03324 1.84261 -3.78702  0.13
F8 -3.11375 2.18868 -4.20872  0.14
F9 -2.42696 0.31103 -3.25282  0.15
S3 -2.54971 2.32119 -1.61913  0.65
O5 -2.14619 3.69540 -1.65459  -0.30
O6 -3.93345 1.99617 -1.39863  -0.28
N2 -1.70685 1.32610 -0.57445  -0.29
S4 -0.16735 1.75318 -0.45408  0.62
O7 0.57300 0.66094 0.12155  -0.29
O8 0.53231 2.36685 -1.55500  -0.27
C4 -0.18660 2.98509 0.97818  -0.65
F10 -0.65916 2.31663 2.04400  0.12
F11 1.07763 3.28787 1.29108  0.13
F12 -0.94329 4.05214 0.78176  0.14
C5 -1.57981 -1.94633 2.05376  -0.73
O9 -2.61582 -2.35293 1.38688  0.00
O10 -1.08031 -0.83504 1.67642  -0.05
O11 -0.67118 -2.90511 2.00013  0.03
C6 -1.67296 -2.69650 -1.53618  -0.80
O12 -0.78431 -2.14471 -0.83527  -0.01
O13 -2.09063 -3.89282 -1.37152  0.14
O14 -2.67669 -1.93971 -1.87390  0.03
C7 -5.81213 6.42765 -1.78656  -0.09
C8 -4.78919 5.54264 -1.05080  -0.28
O15 -5.66364 4.41403 -0.93544  0.12
C9 -6.30305 4.27599 -2.10273  -0.55
O16 -6.84265 3.33526 -2.56145  0.20
O17 -6.29088 5.50893 -2.75113  0.05
F13 -4.54323 6.06978 0.17673  0.07
H1 -5.29703 7.25785 -2.26694  0.13
H2 -6.53030 6.73721 -1.02726  0.14
H3 -3.84765 5.27681 -1.52827  0.15
C10 5.33671 -1.40861 2.75747  -0.06
C11 4.65846 -2.10677 3.92932  -0.32
O18 3.31733 -2.03868 3.61747  0.13
C12 3.14490 -0.96732 2.76850  -0.50
O19 2.09670 -0.61163 2.34591  0.19
O20 4.33506 -0.44903 2.41754  0.09
F14 4.95751 -1.40200 5.07971  0.04
H4 5.51098 -2.04649 1.89209  0.13
H5 6.28981 -1.04529 3.13706  0.14
H6 5.01463 -3.12711 4.06213  0.17

Properties
* E: -8347.016857 Eh
* <S²>: 2.0205
* charge: -2
* LUMO (alpha / beta): 0.1393 / 0.1392 hartree
* 2S+1: 3
* orbital gap (alpha / beta): 6.94 / 6.43 eV
* strongest force on any atom: 9.12 eV Å⁻¹

No. 6
DFT (the ωB97M-V functional and the def2-TZVPD basis) results for a 2-piece molecular cluster, C26H20F2O4S2 overall.

Each line ends with the Löwdin charge.
Positions of all 54 atoms, in Å:
F1 0.20910 -1.00824 0.40905  0.00
C1 0.85259 -1.00232 -0.72568  -0.49
S1 2.48149 -0.26614 -0.84657  0.74
C2 3.38847 -1.80118 -1.07898  -0.31
C3 3.84372 -2.16575 -2.32415  -0.07
C4 4.53507 -3.34822 -2.48005  -0.07
C5 4.76558 -4.15388 -1.38660  -0.09
C6 4.29813 -3.78950 -0.14243  -0.08
C7 3.60934 -2.60686 0.01018  -0.07
O1 2.64866 0.50794 -2.12450  -0.35
O2 2.93599 0.31747 0.46670  -0.36
S2 0.05998 -1.78784 -2.12205  0.79
C8 -1.59893 -2.08262 -1.50779  -0.29
C9 -1.85358 -3.21099 -0.76977  -0.06
C10 -3.13496 -3.46948 -0.33318  -0.07
C11 -4.15324 -2.59225 -0.64140  -0.08
C12 -3.88910 -1.44673 -1.36077  -0.09
C13 -2.60489 -1.19165 -1.79259  -0.06
O3 -0.12802 -0.82587 -3.26493  -0.36
O4 0.75640 -3.11976 -2.25317  -0.34
H1 3.63958 -1.52367 -3.16675  0.12
H2 4.89865 -3.63714 -3.45173  0.11
H3 5.30761 -5.07521 -1.50524  0.10
H4 4.47717 -4.42123 0.71045  0.10
H5 3.23357 -2.29904 0.97275  0.11
H6 -1.04398 -3.88872 -0.55472  0.12
H7 -3.34279 -4.36226 0.23255  0.11
H8 -5.15814 -2.80099 -0.31522  0.10
H9 -4.68632 -0.76224 -1.59896  0.10
H10 -2.37672 -0.30882 -2.36775  0.11
F2 -4.06390 0.32068 2.31439  0.08
C14 -3.65083 1.21872 1.38298  -0.24
C15 -4.45838 1.54437 0.30725  0.01
C16 -4.01326 2.43565 -0.64943  -0.05
C17 -2.77939 3.02627 -0.53283  -0.01
C18 -1.93519 2.74201 0.56150  -0.18
C19 -0.69075 3.41929 0.63480  0.12
C20 0.31427 3.42970 1.63492  -0.18
C21 1.43749 4.26186 1.43618  0.00
C22 2.44840 4.32115 2.36284  -0.05
C23 2.39319 3.55759 3.51514  -0.04
C24 1.30461 2.74046 3.74443  -0.05
C25 0.28477 2.68544 2.83278  0.01
C26 -2.41372 1.80294 1.49743  0.07
H11 -5.42741 1.08329 0.23925  0.12
H12 -4.64524 2.67228 -1.48823  0.12
H13 -2.44648 3.72528 -1.27879  0.12
H14 -0.48142 4.05362 -0.21083  0.12
H15 1.48805 4.86242 0.54428  0.12
H16 3.29270 4.96828 2.19334  0.11
H17 3.19247 3.59747 4.23624  0.11
H18 1.24882 2.14149 4.63991  0.12
H19 -0.54530 2.06501 3.08426  0.08
H20 -1.82393 1.44794 2.31149  0.10

Properties
* E: -2299.584737 Eh
* charge: 0
* relative energy (zero: lowest compared OMol25 entry of this formula, charge and spin): 45.1 kcal per mole
* LUMO: -0.1242 hartree
* orbital gap: 2.72 eV
* strongest force on any atom: 3.46 eV Å⁻¹

No. 7
DFT (the ωB97M-V functional and the def2-TZVPD basis) results for one molecule with the formula C16H12F3N3O2.

Each line ends with the Löwdin charge.
Positions of all 36 atoms, in Å:
C1 -4.72959 -1.70783 -0.06607  -0.03
C2 -3.62006 -2.84293 -0.00851  -0.32
O1 -2.44080 -2.44010 -0.17237  0.04
C3 -1.49812 -3.20553 0.09600  -0.44
O2 -1.65521 -4.44510 0.27068  0.06
C4 -0.17777 -2.39777 -0.09287  -0.06
C5 1.04747 -3.03487 0.15519  -0.01
N1 2.07776 -2.12005 -0.11834  0.09
N2 1.50770 -0.83933 0.03541  0.01
C6 2.06963 0.11988 -0.14866  -0.09
C7 3.51876 0.32217 0.00681  -0.70
F1 4.22200 -0.07969 0.93583  0.29
F2 4.03464 -0.17709 -1.03742  0.21
F3 3.93225 1.64438 -0.19735  0.09
C8 1.13617 1.49844 -0.14152  0.16
C9 -0.23277 1.42116 0.01298  -0.14
C10 -1.11808 2.45740 0.05336  -0.25
C11 -0.78117 3.70727 0.42570  0.04
C12 -1.65328 4.84762 0.00201  -0.05
C13 -2.90078 4.42862 -0.02682  -0.01
C14 -3.37682 2.91735 -0.26451  -0.05
C15 -2.42498 2.24025 -0.28582  -0.16
N3 -0.65884 -0.03100 0.00210  0.22
C16 0.03388 -1.01527 -0.08416  -0.24
H1 -5.81049 -2.23969 -0.14605  0.12
H2 -4.69225 -1.06088 0.66380  -0.02
H3 -4.58729 -0.98910 -1.05754  0.12
H4 -3.69765 -3.46530 -0.85218  0.12
H5 -3.85846 -3.40770 0.91084  0.15
H6 1.38735 -4.21086 0.09448  0.19
H7 1.56324 2.47808 0.07077  0.09
H8 0.34180 3.93185 0.49730  0.14
H9 -1.36744 5.66504 0.31860  0.01
H10 -3.69590 5.31896 -0.07469  0.14
H11 -4.39240 2.84773 -0.38970  0.09
H12 -2.83475 1.02129 -0.32832  0.20

Properties
* E: -1230.790634 Eh
* charge: 0
* relative energy (zero: lowest compared OMol25 entry of this formula, charge and spin): 312.8 kcal per mole
* SMILES: CCOC(=O)c1cnn2c(C(F)(F)F)cc(-c3ccccc3)nc12
* LUMO: -0.0306 hartree
* orbital gap: 7.53 eV
* strongest force on any atom: 19.60 eV Å⁻¹

No. 8
DFT (the ωB97M-V functional and the def2-TZVPD basis) results for one molecule with the formula C8H8FNSi.

Each line ends with the Löwdin charge.
Positions of all 19 atoms, in Å:
F1 2.99406 -1.11146 -2.99460  0.06
C1 2.05467 -0.86762 -2.08694  -0.30
C2 2.39459 -0.98609 -0.80757  0.03
C3 1.55494 -0.58618 0.30260  -0.35
C4 2.28367 0.08991 1.40625  0.07
C5 1.95012 -1.16125 1.62002  0.07
C6 0.15917 -0.13252 -0.13325  -0.27
N1 -0.74442 0.27280 0.61956  -0.07
Si1 -2.36878 0.79740 0.64672  0.54
C7 -0.03462 -0.01830 -1.60229  -0.03
C8 0.81355 -0.33027 -2.57709  0.01
H1 3.38005 -1.27444 -0.45516  0.13
H2 2.67576 0.95727 1.66606  0.07
H3 2.06223 -1.89699 2.42021  0.11
H4 -2.94413 -0.18535 1.38927  -0.12
H5 -2.34434 2.09312 1.28008  -0.09
H6 -3.11282 1.01915 -0.74585  -0.07
H7 -0.94196 0.31617 -1.95084  0.06
H8 0.64914 -0.15210 -3.66456  0.14

Properties
* E: -753.588256 Eh
* charge: 0
* relative energy (zero: lowest compared OMol25 entry of this formula, charge and spin): 23.5 kcal per mole
* SMILES: FC1=CC2(C=C2)/C(=N/[SiH3])C=C1
* LUMO: -0.0027 hartree
* orbital gap: 8.30 eV
* strongest force on any atom: 5.52 eV Å⁻¹